A 8-piece molecular cluster, C28H37N6O4 overall at a distorted geometry. Source: the OMol25 dataset; level of theory: the ωB97M-V functional and the def2-TZVPD basis.

* LUMO: 2.7 eV
* charge: -1
* 2S+1: 1
* orbital gap: 0.3068 Ha
* HOMO level: -5.624 eV
* energy relative to the best compared isomer or geometry (same formula, charge and spin): 0.0000 eV

Structure (XYZ):
```
75
C28H37N6O4 | the OMol25 dataset | the ωB97M-V functional and the def2-TZVPD basis
O -9.85936 -12.45922 -27.18473
H -9.88993 -11.72483 -27.79711
C -10.89901 -8.98941 -28.36926
C -9.91241 -8.31481 -27.42240
C -8.45189 -8.64255 -27.79256
O -7.80332 -7.37381 -27.76767
C -8.63418 -6.44959 -27.28084
O -8.30968 -5.34604 -26.99067
O -9.91238 -6.88734 -27.33417
H -11.89679 -8.71755 -28.02008
H -10.81509 -10.05858 -28.55404
H -10.85562 -8.61567 -29.39934
H -10.13723 -8.65369 -26.41171
H -8.23800 -9.00485 -28.80614
H -8.04610 -9.46573 -27.19705
N -7.29033 -11.79106 -28.49999
C -6.95384 -11.98075 -29.79917
C -5.62176 -11.64451 -29.94997
C -5.16148 -11.26204 -28.67048
C -6.22261 -11.31353 -27.78175
H -8.19696 -11.96411 -28.05049
H -7.62728 -12.46388 -30.48684
H -5.08977 -11.67841 -30.88515
H -4.19219 -10.90925 -28.34628
H -6.26574 -11.23206 -26.71010
N -12.51544 -13.36022 -27.17992
C -13.54922 -12.51278 -27.25661
C -14.73311 -13.21563 -27.42951
C -14.36758 -14.56286 -27.36725
C -12.98751 -14.65550 -27.17906
H -11.53162 -13.09186 -27.00024
H -13.39661 -11.44269 -27.27988
H -15.72144 -12.84647 -27.63750
H -15.05649 -15.39228 -27.43613
H -12.27862 -15.46547 -27.14992
N -8.20959 -14.74525 -27.33579
C -8.74407 -15.97393 -27.02047
C -7.72979 -16.90126 -26.92289
C -6.53613 -16.21284 -27.18952
C -6.85785 -14.90438 -27.42445
H -8.79454 -13.89575 -27.37248
H -9.78332 -16.02705 -26.73199
H -7.76180 -17.92242 -26.57576
H -5.48710 -16.46088 -27.12591
H -6.15546 -14.09862 -27.57316
N -12.98402 -10.43345 -24.33869
C -13.81062 -9.56971 -23.68473
C -13.47231 -8.27969 -24.03944
C -12.55710 -8.39134 -25.10426
C -12.28340 -9.72974 -25.27931
H -12.86101 -11.41201 -24.14358
H -14.56594 -9.94419 -23.01028
H -13.91413 -7.38060 -23.64490
H -12.23048 -7.51139 -25.63924
H -11.52527 -10.26909 -25.82858
N -9.80984 -12.78925 -24.40405
C -10.25387 -11.83682 -23.53219
C -10.74901 -12.47642 -22.42892
C -10.48341 -13.83809 -22.58318
C -10.00055 -14.04919 -23.86377
H -9.60271 -12.58712 -25.38777
H -10.15131 -10.83590 -23.92059
H -11.30202 -12.04423 -21.60797
H -10.72628 -14.60698 -21.86502
H -9.70110 -14.91248 -24.43192
N -10.76099 -13.65479 -29.79712
C -10.40614 -12.62337 -30.60865
C -10.21054 -13.06801 -31.90516
C -10.54174 -14.45661 -31.90238
C -10.75362 -14.77017 -30.58658
H -11.01287 -13.63858 -28.82371
H -10.23141 -11.63769 -30.20185
H -9.74644 -12.54525 -32.72562
H -10.55196 -15.07233 -32.78417
H -10.98535 -15.73701 -30.16004
```


C28H38AsO5Ru as an isolated structure at a distorted geometry. Source: the OMol25 dataset; level of theory: the ωB97M-V functional and the def2-TZVPD basis.

* LUMO (spin up / spin down): -5.1 / -7.5 eV
* charge: +2
* 2S+1: 6
* orbital gap (spin up / spin down): 0.3542 / 0.2658 Ha
* HOMO level (spin up / spin down): -14.699 / -14.697 eV

Structure (XYZ):
```
73
C28H38AsO5Ru | the OMol25 dataset | the ωB97M-V functional and the def2-TZVPD basis
Ru -0.06628 -1.81079 -0.04451
C 3.04594 -0.82640 -0.19926
O 2.19969 -1.69441 0.57929
C 2.49700 -1.75644 1.97997
C 1.32313 -1.24255 2.75847
O 0.18426 -2.01232 2.33695
C -1.02434 -1.78535 3.08867
C -2.02800 -1.05239 2.24425
O -2.14215 -1.79420 1.03122
C -3.22493 -1.36877 0.17843
H 4.07531 -1.17739 -0.15139
H 2.98345 0.20043 0.16272
H 2.69499 -0.87615 -1.22710
H 3.37986 -1.16301 2.21818
H 2.68917 -2.79986 2.22998
H 1.15656 -0.17896 2.56213
H 1.49984 -1.39694 3.82408
H -0.81220 -1.21869 3.99516
H -1.40988 -2.76614 3.36038
H -1.70732 -0.02892 2.02300
H -2.98693 -1.02055 2.76546
H -4.17652 -1.59212 0.65842
H -3.14036 -1.93062 -0.74803
H -3.15218 -0.30025 -0.02557
O -0.29414 0.17992 -0.48902
As -0.06914 1.86092 -0.53082
C -1.78105 2.67907 -0.33557
C -1.95407 3.80043 0.46937
C -3.20951 4.38994 0.54115
C -4.26769 3.86377 -0.18626
C -4.08465 2.74748 -0.99562
C -2.83614 2.15299 -1.07943
C 0.69229 2.34623 -2.20160
C 0.78240 1.39829 -3.21463
C 1.30055 1.77989 -4.44387
C 1.71154 3.09075 -4.64563
C 1.61077 4.03199 -3.62787
C 1.09471 3.66548 -2.39521
C 1.03565 2.39722 0.93006
C 2.36146 2.76123 0.71173
C 3.15601 3.11598 1.79370
C 2.62401 3.11622 3.07644
C 1.29946 2.74910 3.29177
C 0.50206 2.38226 2.21889
H -1.12656 4.21678 1.02917
H -3.35683 5.26180 1.16428
H -5.24105 4.33327 -0.13355
H -4.91245 2.34934 -1.56732
H -2.67431 1.29855 -1.72671
H 0.44935 0.38269 -3.04223
H 1.38535 1.05499 -5.24229
H 2.11022 3.38261 -5.60812
H 1.93082 5.05195 -3.79395
H 1.00137 4.39727 -1.60070
H 2.76604 2.78106 -0.29305
H 4.18663 3.40463 1.63563
H 3.23802 3.42108 3.91367
H 0.88591 2.77052 4.29163
H -0.53553 2.10926 2.37395
C -1.17077 -4.95583 -0.14968
C -0.15385 -4.54139 -1.21865
C -0.41066 -5.29497 -2.51253
C 1.25469 -4.84484 -0.69819
O -0.28081 -3.13047 -1.45586
H -1.04184 -6.00582 0.10519
H -2.18553 -4.80197 -0.51923
H -1.03215 -4.35639 0.75818
H -0.35581 -6.36741 -2.32756
H 0.33510 -5.02990 -3.26211
H -1.39914 -5.05439 -2.90469
H 1.31965 -5.88267 -0.37714
H 1.48920 -4.19831 0.15492
H 1.99229 -4.66777 -1.48149
```


C28H38BCaCl2F3LiMgN2O21PS as an isolated structure at a distorted geometry. Source: the OMol25 dataset; level of theory: the ωB97M-V functional and the def2-TZVPD basis.

* LUMO: -3.4 eV
* charge: 0
* 2S+1: 1
* orbital gap: 0.0504 Ha
* HOMO level: -4.806 eV

Structure (XYZ):
```
100
C28H38BCaCl2F3LiMgN2O21PS | the OMol25 dataset | the ωB97M-V functional and the def2-TZVPD basis
C 3.16282 -7.09329 1.67632
C 3.66837 -5.73004 2.21527
O 4.03464 -4.78452 1.20042
P 2.77775 -3.78792 0.81026
O 2.27952 -3.14567 2.03381
C 1.54206 -4.75961 -0.05270
C 0.41190 -3.88376 -0.67163
C -0.26292 -2.83229 0.30404
C -1.22522 -3.45811 1.31699
C -2.54957 -3.45943 1.15236
C -3.46943 -4.05914 2.22383
O -4.49144 -4.65727 1.96778
C -2.97724 -3.87838 3.65728
C -3.81981 -3.71431 4.74411
C -3.21713 -3.52546 5.99114
C -1.84268 -3.49893 6.16042
C -1.00282 -3.70396 5.06177
C -1.58809 -3.88889 3.82430
C -0.71235 -4.12054 2.59731
O 0.28217 -4.80940 2.65448
O 3.42139 -2.65577 -0.15823
C 3.68144 -1.50016 0.61605
C 4.67233 -1.65145 1.76257
H 2.20952 -7.35315 2.16784
H 2.92326 -7.05275 0.60345
H 3.84212 -7.93382 1.85720
H 2.94491 -5.34981 2.94721
H 4.59047 -5.93709 2.78194
H 1.10889 -5.56004 0.55164
H 2.05832 -5.26380 -0.89396
H 0.71568 -3.40537 -1.61946
H -0.41268 -4.58616 -0.96756
H -0.86383 -2.16367 -0.33648
H 0.46165 -2.11475 0.84543
H -3.07519 -3.01888 0.22814
H -4.90094 -3.72871 4.63147
H -3.83733 -3.37132 6.87403
H -1.37759 -3.32441 7.13024
H 0.08162 -3.68903 5.16911
H 4.10604 -0.75496 -0.08094
H 2.74736 -1.04637 0.97949
H 5.43618 -0.86472 1.80024
H 3.98469 -1.52285 2.61017
H 5.13931 -2.63553 1.86904
Li 2.93184 -1.41236 4.22369
B -2.02210 0.70484 -4.22151
O -1.34147 0.42907 -5.50522
C -0.66808 1.51352 -5.85039
O -0.00478 1.63564 -6.84146
C -0.87844 2.57399 -4.79154
O -0.40670 3.68440 -4.80432
O -1.66303 2.09804 -3.85126
O -3.48119 0.55525 -4.35054
C -3.87353 -0.37945 -3.48939
O -5.00041 -0.74908 -3.33655
C -2.66149 -0.88861 -2.74748
O -2.66136 -1.74641 -1.89332
O -1.59226 -0.25409 -3.17626
C -5.16334 -0.09990 -0.20828
O -4.07380 0.42700 -0.40288
H -5.10263 -1.35034 0.20568
H -5.80068 0.28170 0.62380
H -5.85717 -0.22758 -1.05945
Mg -1.69804 -3.87350 -2.47207
N 3.80594 2.48868 4.98797
O 3.89922 2.80635 6.14851
O 3.93171 3.40520 4.06055
O 3.57129 1.33096 4.64450
Cl -4.89581 -2.74077 -0.21231
Ca 2.07567 3.70397 3.57590
C 4.60334 -0.60269 9.18393
F 4.70122 -1.05074 10.44178
F 4.43559 0.73092 9.25896
F 5.80018 -0.80806 8.60457
S 3.23402 -1.42547 8.26229
O 2.04593 -1.09854 9.00951
O 3.57590 -2.82611 8.27449
O 3.28815 -0.81397 6.93807
C -1.84175 7.38735 -7.61856
N -1.07930 7.22701 -6.33316
C -0.10658 6.09920 -6.50821
C -2.02975 6.87518 -5.23337
C -0.28458 8.47459 -6.00324
C -1.09670 9.72488 -5.73536
O -1.86688 10.08082 -6.87536
H -2.16710 6.39864 -7.93769
H -2.71440 8.00411 -7.44632
H -1.18353 7.82403 -8.36359
H -0.66342 5.19592 -6.73619
H 0.44492 5.97295 -5.58112
H 0.56802 6.34719 -7.32561
H -2.77864 7.65784 -5.14681
H -1.46738 6.77714 -4.30762
H -2.51060 5.93320 -5.48497
H 0.38055 8.63634 -6.85129
H 0.31140 8.23557 -5.12299
H -0.40567 10.54248 -5.51166
H -1.75763 9.59630 -4.87314
H -2.36017 10.87983 -6.66182
Cl 0.89734 -0.61693 2.19190
```